Below is a 17-piece molecular cluster, C25H82N2O18 overall, with properties calculated with ωB97M-V/def2-TZVPD.

The value obtained for the strongest force on any atom is 3.2 eV Å⁻¹. Its total charge is 0. As for the multiplicity: 1. As for the total energy: -2465.1964 a.u. For the HOMO energy, the calculation gives -8.77 eV.

Each line ends with the Mulliken charge.
Geometry (Å):
C: 4.92 -0.60 0.28  -1.24
C: 4.38 0.27 -0.95  -0.02
N: 3.74 1.47 -0.38  -0.34
C: 2.53 1.88 -1.12  1.28
C: 2.65 3.40 -1.60  -0.29
O: 3.37 3.57 -2.59  -0.77
O: 1.91 4.27 -0.83  -0.32
C: 1.32 3.53 0.27  -0.45
C: 1.32 1.98 -0.12  0.12
C: -0.13 1.49 -0.56  0.42
C: -0.33 -0.04 -0.13  -0.72
C: 0.73 -0.89 -0.96  0.84
N: 0.27 -2.26 -1.33  -0.33
H: 5.65 -1.38 -0.04  0.38
H: 4.03 -1.07 0.77  0.25
H: 5.35 0.13 1.03  0.35
H: 5.31 0.52 -1.55  0.33
H: 3.71 -0.35 -1.61  0.00
H: 3.49 1.20 0.58  0.41
H: 2.38 1.33 -2.08  -0.32
H: 0.31 3.87 0.64  0.13
H: 1.95 3.60 1.22  0.22
H: 1.42 1.49 0.90  0.29
H: -0.29 1.64 -1.65  -0.01
H: -0.86 2.09 0.07  -0.43
H: -0.06 -0.15 0.96  0.20
H: -1.37 -0.41 -0.31  0.29
H: 0.94 -0.30 -1.90  -0.17
H: 1.70 -0.91 -0.37  -0.38
H: 0.44 -2.32 -2.34  0.13
H: 0.99 -2.88 -0.93  0.11
C: 0.70 2.31 -4.45  -0.36
O: -0.35 1.43 -4.05  -0.43
H: 1.56 2.15 -3.80  -0.09
H: 0.98 2.10 -5.48  0.36
H: 0.37 3.35 -4.35  0.30
H: -1.09 1.59 -4.63  0.25
C: 0.11 6.69 2.17  -0.64
O: -0.65 5.48 2.13  -0.39
H: 0.99 6.57 1.54  0.24
H: -0.50 7.51 1.78  0.29
H: 0.42 6.89 3.19  0.27
H: -1.42 5.61 2.69  0.25
C: 3.31 -5.45 -1.31  -0.48
O: 2.61 -4.26 -1.00  -0.42
H: 3.92 -5.28 -2.20  0.22
H: 3.96 -5.73 -0.48  0.32
H: 2.60 -6.26 -1.51  0.09
H: 2.08 -4.44 -0.21  0.18
C: -1.63 -5.20 0.97  -0.08
O: -0.37 -4.98 0.34  -0.46
H: -1.55 -6.08 1.61  0.13
H: -1.89 -4.33 1.59  -0.04
H: -2.40 -5.36 0.21  0.12
H: -0.47 -4.19 -0.21  0.34
C: -2.30 -6.14 -2.62  -0.43
O: -3.26 -5.14 -2.32  -0.44
H: -1.37 -5.91 -2.09  -0.08
H: -2.66 -7.12 -2.29  0.33
H: -2.11 -6.16 -3.69  0.40
H: -4.07 -5.37 -2.79  0.25
C: -2.99 3.16 2.07  -0.63
O: -3.97 4.15 2.38  -0.59
H: -2.07 3.40 2.61  0.18
H: -3.34 2.18 2.39  0.37
H: -2.79 3.16 1.00  0.31
H: -4.77 3.92 1.89  0.28
C: -0.68 -2.52 3.98  -0.72
O: -1.76 -2.57 3.05  -0.36
H: 0.09 -3.22 3.65  0.23
H: -0.27 -1.51 4.01  0.33
H: -1.03 -2.81 4.97  0.32
H: -2.43 -1.95 3.35  0.22
C: -2.76 -6.65 4.56  -0.21
O: -2.95 -7.57 3.49  -0.50
H: -2.18 -5.80 4.20  -0.03
H: -3.73 -6.31 4.93  0.14
H: -2.20 -7.15 5.37  0.32
H: -3.46 -8.31 3.83  0.28
C: -5.09 5.30 5.71  -0.54
O: -4.36 4.21 5.17  -0.48
H: -4.92 5.33 6.78  0.23
H: -4.75 6.23 5.26  0.23
H: -6.16 5.16 5.52  0.26
H: -4.53 4.19 4.21  0.36
C: -6.61 -5.29 3.94  -0.63
O: -5.39 -4.58 3.77  -0.42
H: -6.70 -5.59 4.98  0.23
H: -7.46 -4.65 3.67  0.30
H: -6.61 -6.18 3.31  0.27
H: -5.33 -4.32 2.85  0.27
C: 4.68 6.57 -4.56  -0.44
O: 3.55 6.21 -3.78  -0.47
H: 4.46 7.49 -5.10  0.24
H: 5.55 6.73 -3.91  0.05
H: 4.91 5.77 -5.28  0.28
H: 3.77 5.39 -3.31  0.40
C: -5.93 -3.07 -3.43  -0.57
O: -4.81 -2.35 -2.94  -0.47
H: -6.77 -2.39 -3.53  0.25
H: -5.70 -3.50 -4.41  0.26
H: -6.20 -3.87 -2.73  0.22
H: -4.08 -2.98 -2.87  0.33
C: 1.48 -8.89 -2.82  -0.67
O: 0.78 -7.69 -2.50  -0.44
H: 2.08 -8.71 -3.71  0.22
H: 2.13 -9.17 -1.99  0.29
H: 0.77 -9.69 -3.02  0.28
H: 0.25 -7.87 -1.71  0.27
C: 2.86 -1.01 -5.04  -0.44
O: 1.80 -1.86 -4.63  -0.42
H: 3.72 -1.17 -4.39  0.20
H: 3.14 -1.22 -6.07  0.34
H: 2.54 0.04 -4.94  0.05
H: 1.05 -1.69 -5.21  0.27
C: 7.45 7.80 -1.87  -0.51
O: 6.45 8.76 -1.55  -0.51
H: 8.36 8.04 -1.31  0.25
H: 7.11 6.80 -1.58  0.22
H: 7.67 7.83 -2.94  0.23
H: 5.66 8.53 -2.05  0.32
C: -0.68 8.53 5.87  -0.59
O: -0.85 7.62 4.78  -0.41
H: -0.11 9.39 5.52  0.23
H: -1.66 8.86 6.23  0.24
H: -0.13 8.04 6.68  0.27
H: -1.35 6.87 5.12  0.25